[1]
ORCA calculation (wB97M-V/def2-TZVPD) on a 4-piece molecular cluster, C4H16O4 overall at a distorted geometry.

Geometry as XYZ:
```
24
Properties=species:S:1:pos:R:3:forces:R:3
C 1.812 1.067 0.248 1.2 -1.5 -1.9
C 0.405 0.867 0.705 -1.7 -1.7 0.0
C -0.608 0.563 -0.529 0.1 -0.5 2.4
C -1.541 -0.642 -0.249 1.1 0.1 0.5
O 0.095 0.274 -1.707 -2.2 0.9 -1.4
H 1.955 1.863 -0.493 -0.3 0.0 0.2
H 2.186 0.122 -0.299 -0.3 1.2 0.8
H 2.549 1.208 1.007 0.2 0.2 0.8
H 0.309 -0.051 1.396 0.4 1.5 -0.8
H 0.075 1.743 1.258 -0.2 0.0 -0.1
H -1.283 1.405 -0.658 0.5 0.5 -0.5
H -2.192 -0.788 -1.060 -1.1 0.2 -1.3
H -0.909 -1.504 -0.327 0.5 -0.8 0.4
H -2.149 -0.709 0.656 0.4 0.5 0.1
H 0.964 -0.043 -1.610 1.6 -0.4 0.7
O 1.411 -2.377 1.333 3.4 -0.6 1.2
H 0.534 -2.590 1.505 -2.3 0.2 -0.6
H 1.730 -1.816 0.640 -1.1 0.3 -0.6
O 0.132 -2.024 -3.440 0.5 0.6 1.3
H -0.590 -2.114 -4.035 -0.9 -0.2 -0.9
H -0.182 -1.346 -2.802 0.3 -0.3 -0.5
O -1.941 2.301 2.962 0.0 -0.2 0.0
H -1.422 3.033 2.629 0.0 0.4 -0.1
H -1.340 1.557 2.872 -0.1 -0.2 0.1
```
Forces are in eV/Å.

Summary:
Net charge: 0
Lowest unoccupied orbital energy, eV: 0.52
SMILES: CC[C@H](C)O.O.O.O
Energy above the lowest of the compared OMol25 structures with the same formula, charge and spin, kcal/mol: 33.4

***

[2]
ORCA calculation (wB97M-V/def2-TZVPD) on one molecule with the formula C23H29N5O3.

Geometry as XYZ:
```
60
Properties=species:S:1:pos:R:3:forces:R:3
C 0.451 -0.206 4.265 0.2 0.0 0.4
O -0.410 -0.348 3.156 -0.1 0.1 -0.3
C -0.385 0.529 2.120 0.0 0.2 0.0
C -1.368 0.284 1.159 0.1 0.1 -0.1
C -1.500 1.091 0.044 0.2 0.0 0.4
C -2.521 0.796 -0.954 -0.2 0.0 -0.5
N -3.796 0.511 -0.586 0.4 0.1 0.0
N -4.587 0.257 -1.621 -0.8 -0.3 0.0
C -3.815 0.352 -2.683 0.2 0.2 0.4
C -2.495 0.698 -2.340 0.0 0.1 0.3
C -1.357 0.793 -3.312 0.1 0.0 -0.1
N -0.257 -0.150 -3.116 0.1 0.0 0.0
C 0.898 0.373 -2.414 0.3 -0.1 0.0
C 2.048 -0.635 -2.529 0.0 0.5 0.1
N 1.650 -1.888 -1.926 0.0 -0.1 -0.2
C 1.709 -2.037 -0.558 0.2 -0.2 0.4
C 2.815 -1.597 0.186 0.0 0.1 0.0
C 2.860 -1.890 1.533 -0.1 0.0 -0.1
C 1.812 -2.583 2.121 0.0 0.0 0.0
C 0.744 -2.960 1.317 0.2 0.0 0.3
C -0.444 -3.667 1.892 0.0 0.0 0.0
N 0.707 -2.701 0.020 -0.1 0.1 -0.3
C 0.487 -2.416 -2.611 -0.4 -0.1 0.0
C -0.674 -1.424 -2.556 0.2 -0.3 -0.1
C -0.661 2.193 -0.110 0.0 0.2 0.0
C 0.320 2.454 0.831 0.0 0.0 0.0
O 1.174 3.517 0.759 -0.1 -0.4 0.4
C 1.035 4.421 -0.308 0.0 0.2 -0.2
C 0.488 1.609 1.948 0.3 0.0 0.2
O 1.470 1.881 2.882 -0.7 0.1 -0.3
C 2.802 1.820 2.408 0.4 0.0 -0.1
H 1.493 -0.385 3.993 -0.1 0.0 0.0
H 0.360 0.782 4.720 0.0 -0.1 0.0
H 0.125 -0.969 4.973 0.0 0.0 0.0
H -1.999 -0.579 1.300 -0.1 -0.2 0.0
H -4.162 0.503 0.353 0.0 0.0 -0.1
H -4.214 0.180 -3.663 -0.1 -0.1 -0.2
H -1.771 0.598 -4.310 0.0 0.2 0.1
H -0.939 1.803 -3.321 0.0 -0.1 -0.1
H 1.191 1.319 -2.878 0.0 0.0 0.1
H 0.702 0.544 -1.342 0.1 0.0 -0.1
H 2.941 -0.237 -2.050 0.0 0.0 -0.1
H 2.266 -0.822 -3.584 0.0 0.1 0.1
H 3.633 -1.074 -0.284 0.1 0.0 -0.1
H 3.716 -1.590 2.124 0.0 0.0 0.0
H 1.822 -2.830 3.171 0.0 0.0 0.1
H -1.123 -3.954 1.094 0.0 0.0 0.0
H -0.962 -3.000 2.581 -0.1 0.0 0.1
H -0.134 -4.553 2.443 0.0 -0.1 0.1
H 0.198 -3.351 -2.134 0.0 0.1 -0.2
H 0.774 -2.599 -3.650 0.0 0.0 0.0
H -1.516 -1.798 -3.143 0.0 -0.1 0.1
H -0.988 -1.333 -1.504 -0.1 0.0 -0.1
H -0.799 2.834 -0.964 0.0 0.1 -0.1
H 1.793 5.186 -0.143 -0.1 0.0 -0.1
H 1.215 3.937 -1.273 0.0 0.0 0.0
H 0.046 4.889 -0.313 0.0 0.0 0.0
H 3.028 2.646 1.731 0.0 -0.1 0.1
H 3.431 1.893 3.294 0.0 0.0 0.0
H 2.992 0.870 1.898 0.0 0.0 0.0
```
Forces are in eV/Å.

Summary:
Net charge: 0
Lowest unoccupied orbital energy, eV: 0.64
SMILES: COc1cc(-c2[nH]ncc2CN2CCN(c3cccc(C)n3)CC2)cc(OC)c1OC
Energy above the lowest of the compared OMol25 structures with the same formula, charge and spin, kcal/mol: 92.1

***

Look up the net charge of the second one.
0